w:
This record from OMol25 describes the molecule C5H6O2. The level of theory is ωB97M-V/def2-TZVPD.

Properties
Frontier orbital gap (spin up / spin down)   7.52 / 7.52 eV
E_HOMO (spin up / spin down)   -7.8 / -7.8 eV
Lowest unoccupied orbital energy (spin up / spin down)   -0.01197 / -0.01196 Ha

Each line ends with the natural charge from an NBO analysis.
Atoms and positions in Å:
C -1.63663 0.99219 0.24959  -0.6103
C -0.92601 -0.35090 0.40680  -0.0317
O -1.54096 -1.32579 -0.38894  -0.6959
C 0.52940 -0.15463 0.09634  0.4481
O 1.01358 -0.97001 -0.79835  -0.4524
C 2.14963 -0.19377 -0.30601  0.1291
C 3.34567 0.04957 -0.33139  -0.3977
H -2.69099 0.87646 0.51031  0.2310
H -1.57054 1.32741 -0.78967  0.2199
H -1.17940 1.74388 0.89852  0.2255
H -0.93901 -0.64503 1.47234  0.2112
H -0.86226 -1.82473 -0.86930  0.4833
H 4.30753 0.47533 -0.15022  0.2398

=====

x:
This record from OMol25 describes the molecule C5H6O2. The level of theory is ωB97M-V/def2-TZVPD.

Properties
Frontier orbital gap   10.56 eV
E_HOMO   -10.6 eV
Lowest unoccupied orbital energy   -0.00199 Ha
SMILES string   C#CC(=O)[C@@H](C)O

Each line ends with the natural charge from an NBO analysis.
Atoms and positions in Å:
C -1.24969 0.99148 0.10090  -0.6205
C -0.67695 -0.40663 0.34847  0.0164
O -1.63938 -1.39084 0.09532  -0.7063
C 0.52848 -0.63406 -0.55463  0.4998
O 0.44541 -1.34490 -1.53652  -0.5084
C 1.78138 -0.00727 -0.16245  -0.1429
C 2.83488 0.42938 0.22580  -0.1184
H -2.11919 1.14452 0.74603  0.2287
H -1.57374 1.08242 -0.94070  0.2191
H -0.51020 1.76951 0.31851  0.2161
H -0.33082 -0.47266 1.39156  0.1841
H -1.26780 -1.96534 -0.59412  0.4896
H 3.77764 0.80440 0.56183  0.2428

=====

Result of the stability comparison: w is the least stable of them.